Formula: C52H113BO42P7
Source: OMol25
Level of theory: ωB97M-V with the def2-TZVPD basis set

Computed properties:
- Max |F|: 5.7 eV/Å
- Total charge: -1
- LUMO: 1.92 eV
- Gap between HOMO and LUMO: 8.546 eV
- DFT total energy: -7624.44833 a.u.
- HOMO energy: -6.6 eV

XYZ file:
```
215
Properties=species:S:1:pos:R:3:lowdin_charge:R:1
O 0.16489 2.52166 -2.15275 0.11
C -0.24574 1.72141 -1.32020 -0.41
O -0.02180 1.83663 -0.03249 0.19
B -0.63678 0.59941 0.69884 -0.82
O -1.43153 -0.05739 -0.36770 0.20
C -1.20818 0.53597 -1.54110 -0.36
O -1.60955 0.14218 -2.63328 0.10
O -1.43613 0.99330 1.87795 0.19
C -0.82531 0.61250 3.01130 -0.35
O -1.17664 0.72601 4.17622 0.11
C 0.42940 -0.17041 2.55776 -0.35
O 0.47185 -0.20191 1.25913 0.21
O 1.27182 -0.68367 3.33374 0.11
C 3.86841 0.99801 9.96757 -0.09
C 3.47272 -0.02096 8.93114 -0.25
O 3.14194 0.83983 7.80030 -0.24
P 2.03564 0.32666 6.61098 0.58
O 2.62439 -0.66269 5.61379 -0.25
O 0.71013 -0.31475 7.27512 -0.18
C 0.15492 0.35812 8.41870 -0.27
C -1.31192 -0.04129 8.42850 -0.06
O 1.52619 1.69452 5.89278 -0.19
C 1.62960 2.93927 6.58333 -0.27
C 0.22288 3.57294 6.37777 -0.06
H 4.71706 1.62274 9.68903 0.08
H 3.08132 1.69650 10.25166 0.07
H 4.21927 0.49084 10.86633 0.07
H 4.35295 -0.56788 8.59324 0.12
H 2.70219 -0.72808 9.23831 0.11
H 0.59623 0.10271 9.38209 0.11
H 0.29564 1.43415 8.31654 0.09
H -1.42965 -1.12226 8.50431 0.06
H -1.62616 0.42217 9.36369 0.08
H -1.90353 0.26417 7.56548 0.08
H 1.85369 2.87679 7.64822 0.10
H 2.40572 3.52472 6.09040 0.11
H -0.52091 3.18181 7.07195 0.06
H 0.25396 4.64959 6.54500 0.07
H -0.09828 3.44127 5.34452 0.07
C -3.49352 -1.95703 1.62903 -0.04
C -4.74910 -1.05492 1.44844 -0.25
O -4.34995 0.24710 1.14606 -0.19
P -5.33232 1.51614 1.36599 0.53
O -6.34755 1.64365 0.29255 -0.24
O -4.30796 2.75363 1.55166 -0.18
C -3.71505 3.37353 0.37882 -0.22
C -2.85239 4.57303 0.85164 -0.05
O -5.96608 1.24970 2.89742 -0.20
C -5.01921 1.36517 3.95410 -0.29
C -5.56335 0.50723 5.09421 -0.06
H -3.61272 -3.03535 1.73445 0.07
H -2.79480 -1.79288 0.80869 0.07
H -2.98272 -1.67104 2.54848 0.05
H -5.37869 -1.51013 0.68392 0.12
H -5.28231 -1.08565 2.39862 0.10
H -3.07713 2.66147 -0.14476 0.11
H -4.46179 3.66979 -0.35787 0.11
H -2.04254 4.22115 1.49072 0.07
H -2.33509 4.97619 -0.01896 0.08
H -3.34413 5.37618 1.40052 0.07
H -4.01950 1.07537 3.63054 0.10
H -4.93836 2.39744 4.29467 0.12
H -5.90454 -0.45678 4.71688 0.07
H -4.67093 0.33373 5.69553 0.07
H -6.37411 0.98610 5.64325 0.08
C 0.09512 -7.48372 4.47026 -0.08
C 1.04046 -6.29885 4.22556 -0.31
O 1.14528 -5.58381 5.42746 -0.19
P 0.68858 -3.96631 5.54002 0.62
O 1.73882 -3.14168 4.78657 -0.22
O 0.49339 -3.79737 7.13075 -0.18
C -0.61277 -4.34829 7.77514 -0.28
C -0.00419 -5.33919 8.84689 -0.05
O -0.81203 -4.03432 4.85974 -0.22
C -1.65787 -2.91110 4.92029 -0.26
C -3.17465 -3.23832 4.77137 -0.05
H 0.09960 -8.10184 3.57248 0.07
H 0.44270 -8.14341 5.26530 0.07
H -0.91645 -7.12079 4.65224 0.07
H 1.96927 -6.61223 3.74890 0.12
H 0.60600 -5.79552 3.36185 0.09
H -1.20478 -3.55661 8.23434 0.10
H -1.28067 -4.88868 7.10433 0.11
H 0.61033 -6.00629 8.24237 0.07
H 0.56378 -4.85740 9.64275 0.07
H -0.82272 -5.88389 9.31743 0.06
H -1.42838 -2.34068 5.82032 0.11
H -1.41701 -2.26688 4.07467 0.10
H -3.49135 -3.86880 5.60221 0.07
H -3.85726 -2.39165 4.84410 0.06
H -3.48071 -3.68787 3.82674 0.06
C 0.97288 2.84526 -10.42477 -0.07
C 0.03990 2.41474 -9.27334 -0.23
O 0.41483 2.94826 -7.96620 -0.18
P 1.47938 2.21668 -7.02243 0.52
O 2.10835 3.02754 -5.95381 -0.22
O 0.75242 0.86960 -6.57819 -0.16
C 0.59367 0.41792 -5.25006 -0.26
C 1.83325 0.14823 -4.42366 -0.07
O 2.53688 1.63797 -8.21384 -0.23
C 3.89014 1.80318 -7.97367 -0.31
C 4.70242 0.98255 -9.02154 -0.06
H 0.79408 3.89773 -10.64490 0.07
H 2.00936 2.50821 -10.43898 0.06
H 0.61220 2.44315 -11.37151 0.07
H -1.01086 2.65496 -9.43551 0.10
H 0.17665 1.33401 -9.23566 0.10
H 0.18454 1.23960 -4.66222 0.11
H -0.02046 -0.48257 -5.24121 0.11
H 1.65299 -0.32173 -3.45683 0.04
H 2.48190 -0.53307 -4.97427 0.09
H 2.36460 1.08844 -4.27615 0.05
H 4.03231 2.88054 -8.05846 0.12
H 4.16662 1.40593 -6.99702 0.11
H 4.58433 -0.09789 -8.93902 0.07
H 4.47278 1.24324 -10.05469 0.06
H 5.76839 1.09689 -8.82470 0.07
C 7.68724 1.81464 2.77217 -0.05
C 6.61683 0.78638 2.25214 -0.28
O 5.38809 1.37594 2.11683 -0.19
P 4.09454 0.49891 2.10213 0.45
O 3.95897 -0.32142 3.31247 -0.19
O 2.86057 1.48482 1.81030 -0.16
C 2.66922 2.53298 2.71786 -0.29
C 3.30861 3.78425 2.16410 -0.05
O 4.23638 -0.34141 0.71481 -0.19
C 4.55003 0.32699 -0.48315 -0.22
C 3.21581 0.87532 -1.24231 -0.03
H 8.63743 1.31828 2.96931 0.06
H 7.84339 2.68831 2.13938 0.07
H 7.46013 2.23070 3.75371 0.07
H 6.93847 0.45633 1.26436 0.11
H 6.53244 -0.09391 2.88938 0.12
H 1.60315 2.74174 2.80734 0.12
H 3.04808 2.31701 3.71682 0.11
H 2.98934 3.94456 1.13431 0.08
H 2.93153 4.59814 2.78338 0.08
H 4.39283 3.71791 2.25450 0.07
H 5.08535 1.27346 -0.40740 0.11
H 5.18256 -0.34533 -1.06279 0.10
H 2.30429 0.31737 -1.02796 0.06
H 2.96630 1.86633 -0.86318 0.06
H 3.31621 0.95616 -2.32466 0.04
C 0.79976 -2.33073 -2.11539 -0.05
C 2.08366 -2.79177 -1.43302 -0.23
O 2.16483 -2.20579 -0.08144 -0.22
P 2.56970 -3.32381 1.12247 0.61
O 2.98665 -2.77922 2.44396 -0.21
O 3.75537 -4.19166 0.36606 -0.20
C 4.95666 -3.59676 0.06160 -0.34
C 5.75868 -4.53842 -0.81365 -0.06
O 1.30994 -4.39688 1.23525 -0.20
C -0.05123 -3.92692 1.24470 -0.24
C -0.91642 -4.77931 0.22956 -0.05
H 0.70821 -1.24534 -2.07468 0.04
H 0.71255 -2.58134 -3.17260 0.09
H -0.04631 -2.73198 -1.55748 0.07
H 2.24568 -3.86922 -1.46392 0.11
H 2.99181 -2.34798 -1.84095 0.11
H 4.86560 -2.60629 -0.38424 0.09
H 5.53891 -3.27782 0.92610 0.13
H 5.95560 -5.48705 -0.31424 0.08
H 5.25476 -4.68956 -1.76828 0.07
H 6.64009 -3.98944 -1.14508 0.07
H -0.48567 -3.86687 2.24257 0.10
H -0.13374 -2.92899 0.81408 0.09
H -1.93674 -4.39610 0.21541 0.06
H -0.44089 -4.82414 -0.75022 0.06
H -0.98487 -5.81834 0.55178 0.06
C -3.75600 -1.16452 -10.58759 -0.04
C -3.27702 0.29025 -10.12792 -0.27
O -4.27914 0.77184 -9.27970 -0.20
P -3.96273 1.48716 -7.81774 0.50
O -2.81145 2.42442 -7.68141 -0.23
O -4.04187 0.30042 -6.75376 -0.18
C -2.85963 -0.18395 -6.13011 -0.27
C -3.08058 -1.66670 -5.83902 -0.03
O -5.36151 2.17654 -7.47025 -0.17
C -5.42023 3.46235 -6.91505 -0.26
C -6.53300 3.55421 -5.82814 -0.05
H -4.75416 -1.13919 -11.02478 0.07
H -3.09044 -1.71693 -11.25090 0.06
H -3.70025 -1.70671 -9.64365 0.06
H -2.43726 0.07276 -9.46791 0.09
H -2.99033 0.97032 -10.93005 0.11
H -2.03836 -0.00938 -6.82519 0.10
H -2.66483 0.49305 -5.29836 0.12
H -4.03303 -1.76576 -5.31832 0.07
H -2.96679 -2.36427 -6.66881 0.08
H -2.32428 -1.90642 -5.09160 0.07
H -4.46918 3.71305 -6.44520 0.11
H -5.63204 4.17231 -7.71455 0.12
H -7.55670 3.43766 -6.18388 0.07
H -6.44181 2.82920 -5.01934 0.04
H -6.54014 4.50323 -5.29203 0.07
C 3.50496 3.87652 -2.92530 -0.11
C 2.75780 5.10044 -3.37237 -0.14
O 3.31261 6.13274 -2.60298 0.07
C 3.92332 5.66646 -1.52315 -0.56
O 4.29531 6.29006 -0.53598 0.11
O 4.02773 4.34221 -1.66976 0.05
H 4.31503 3.78541 -3.64890 0.13
H 2.91525 2.95982 -2.92535 0.09
H 1.69942 4.99504 -3.13397 0.14
H 2.93631 5.25130 -4.43702 0.13
C -4.96880 0.08900 -2.32665 -0.10
C -6.17823 0.84106 -2.91349 -0.11
O -6.59847 -0.03966 -3.92908 0.06
C -6.11126 -1.27350 -3.68278 -0.58
O -6.55264 -2.33427 -4.12687 0.10
O -5.36209 -1.22660 -2.60925 0.07
H -4.88835 0.30404 -1.26111 0.10
H -4.01899 0.24766 -2.83732 0.11
H -5.85401 1.81713 -3.27443 0.12
H -6.98429 0.93668 -2.18602 0.13
```